No. 1
This record from the Open Molecules 2025 dataset describes a 3-piece molecular cluster, C20H48N3O11P2S overall at a distorted geometry. The level of theory is wB97M-V/def2-TZVPD.

```
85
Properties=species:S:1:pos:R:3
O 3.1771 0.8896 6.5738
S 2.9782 1.0057 5.0946
O 4.3450 1.2392 4.5071
O 1.9262 2.2405 4.7413
C 2.2105 -0.5506 4.4561
C 2.6212 -0.8277 2.9315
C 1.3153 -0.9504 2.0142
C 1.7224 -1.1667 0.4725
N 3.1436 -0.8555 0.1926
C 3.6335 0.3363 -0.0596
N 4.8915 0.5951 -0.6704
C 4.7166 1.6076 -1.7680
C 3.1710 1.6718 -2.1880
C 2.2575 2.0294 -0.9457
N 2.8743 1.5193 0.3519
H 2.3686 2.9260 4.2036
H 2.4844 -1.4315 5.1078
H 1.0797 -0.4917 4.5072
H 3.2053 0.0742 2.6095
H 3.2499 -1.7600 2.8288
H 0.7196 -0.0093 2.1659
H 0.6552 -1.7977 2.3732
H 1.5824 -2.2560 0.2016
H 0.9896 -0.5756 -0.1325
H 3.8042 -1.6376 0.2542
H 5.2252 -0.2971 -1.0416
H 5.3533 1.2647 -2.6269
H 4.9991 2.6528 -1.4534
H 2.8386 0.7396 -2.7357
H 3.0907 2.5217 -2.9259
H 2.2234 3.1495 -0.8717
H 1.2289 1.5688 -0.9924
H 3.5890 2.2258 0.5721
O 0.2072 -3.8303 -2.2341
P -0.4639 -4.7965 -3.2101
O 0.8842 -5.5491 -3.7959
C 1.5727 -6.4692 -2.9547
C 0.9481 -7.8488 -3.0416
O -0.6670 -3.7002 -4.4423
C -1.0890 -2.3708 -4.1449
C 0.0586 -1.4089 -4.3807
O -1.4206 -5.8796 -4.1037
C -2.7854 -5.5247 -4.3610
C -2.9775 -5.4032 -5.8584
H 1.5813 -6.1102 -1.9196
H 2.6071 -6.5110 -3.3019
H -0.0631 -7.8440 -2.6265
H 1.5434 -8.5800 -2.4912
H 0.8655 -8.1697 -4.0817
H -1.4662 -2.2906 -3.1228
H -1.9168 -2.1278 -4.8170
H 0.9196 -1.6642 -3.7582
H -0.2413 -0.3813 -4.1607
H 0.3928 -1.4627 -5.4192
H -3.0594 -4.5966 -3.8519
H -3.4203 -6.3221 -3.9668
H -2.3471 -4.6151 -6.2728
H -4.0176 -5.1793 -6.1012
H -2.6902 -6.3312 -6.3582
O -2.3155 2.4276 1.4034
P -3.0093 3.6904 1.9148
O -1.9869 4.8217 1.2773
C -2.0199 5.0561 -0.1261
C -3.1047 6.0558 -0.4794
O -2.3856 3.6355 3.4540
C -2.2963 2.3864 4.1362
C -0.8421 1.9795 4.2491
O -4.0219 4.9488 2.4426
C -4.9816 4.6603 3.4674
C -4.6642 5.5124 4.6785
H -2.1653 4.1155 -0.6688
H -1.0439 5.4572 -0.4087
H -4.0954 5.6417 -0.2750
H -3.0551 6.3257 -1.5363
H -3.0058 6.9610 0.1227
H -2.8844 1.6138 3.6353
H -2.7208 2.5213 5.1350
H -0.3799 1.8909 3.2630
H -0.7440 1.0235 4.7697
H -0.2783 2.7344 4.7942
H -4.9849 3.5973 3.7235
H -5.9722 4.9142 3.0816
H -3.6754 5.2779 5.0758
H -5.4011 5.3576 5.4684
H -4.6520 6.5713 4.4096
```

The calculation puts the molecular weight at 600.6 g/mol. As for the total charge: +1. For the HOMO energy, the calculation gives -12.0 eV. The calculation puts the HOMO-LUMO gap at 8.47 eV.

Mulliken atomic charge list, values in e, 6 entries: -0.61 1.12 -0.62 -0.39 -0.55 -0.16

=====

No. 2
This record from the Open Molecules 2025 dataset describes C50H59FeGeN4S as an isolated structure at a distorted geometry. The level of theory is wB97M-V/def2-TZVPD.

```
116
Properties=species:S:1:pos:R:3
Fe 0.3547 -1.0907 -1.3220
C 3.0236 -2.0187 1.6710
C 2.0662 -3.2010 1.5414
C 1.8281 -3.6135 0.0883
C 0.7756 -2.9206 2.2742
C 0.4578 -3.7725 3.3211
C -0.6734 -3.5839 4.0871
C -1.5061 -2.5263 3.7909
C -1.2203 -1.6417 2.7634
C -2.2170 -0.5442 2.4810
C -3.5846 -1.1640 2.1859
C -2.3253 0.4411 3.6437
C -0.0576 -1.8194 1.9851
N 0.2155 -0.9412 0.9289
C 0.5135 0.3373 1.1723
C 0.5467 1.3507 0.1445
N 0.1974 1.1251 -1.1195
C 0.0227 2.1626 -2.0358
C 0.8595 2.2250 -3.1660
C 0.6858 3.2208 -4.1099
C -0.3169 4.1591 -3.9711
C -1.1600 4.0831 -2.8822
C -1.0182 3.1037 -1.9112
C -2.0459 3.0436 -0.8059
C -3.4280 2.8600 -1.4382
C -2.0475 4.3007 0.0653
C 2.0069 1.2614 -3.3052
C 3.3166 2.0104 -3.0503
C 2.0208 0.5506 -4.6579
C 1.0577 2.5768 0.7372
C 1.4069 3.8171 0.2592
C 1.9452 4.7551 1.1607
C 2.1428 4.4814 2.4910
C 1.8262 3.2042 3.0099
C 2.0239 2.7227 4.3259
C 1.7218 1.4183 4.6317
C 1.2010 0.5074 3.6936
C 0.9668 0.9504 2.4134
C 1.2881 2.2942 2.1040
H 3.9860 -2.2651 1.2337
H 3.1773 -1.7618 2.7179
H 2.6237 -1.1472 1.1639
H 2.5293 -4.0656 2.0329
H 1.2609 -2.8381 -0.4519
H 1.2498 -4.5350 0.0596
H 2.7745 -3.7742 -0.4204
H 1.1249 -4.5905 3.5578
H -0.9123 -4.2575 4.8933
H -2.3966 -2.3828 4.3803
H -1.8961 0.0159 1.5999
H -3.9653 -1.6931 3.0551
H -3.5139 -1.8670 1.3590
H -4.3030 -0.3918 1.9260
H -2.6623 -0.0600 4.5467
H -3.0390 1.2240 3.3959
H -1.3604 0.8982 3.8417
H 1.3496 3.2721 -4.9596
H -0.4459 4.9383 -4.7065
H -1.9553 4.8061 -2.7855
H -1.8273 2.1891 -0.1599
H -3.6732 3.7213 -2.0527
H -4.1937 2.7709 -0.6720
H -3.4447 1.9768 -2.0718
H -2.3091 5.1752 -0.5257
H -1.0728 4.4677 0.5184
H -2.7858 4.1912 0.8579
H 1.8819 0.4870 -2.5304
H 3.4714 2.7669 -3.8162
H 4.1549 1.3184 -3.0558
H 3.2900 2.5050 -2.0811
H 2.1876 1.2490 -5.4751
H 1.0681 0.0484 -4.8233
H 2.8193 -0.1890 -4.6653
H 1.2924 4.0803 -0.7816
H 2.2165 5.7280 0.7749
H 2.5602 5.2336 3.1435
H 2.4296 3.3792 5.0821
H 1.8944 1.0599 5.6367
H 0.9960 -0.5099 3.9930
C 6.0274 -2.7502 -0.8445
Ge 5.4736 -0.9886 -1.6099
C 6.6421 0.4675 -0.9279
C 5.7003 -1.1838 -3.5858
C 3.6420 -0.6699 -1.1800
H 6.9173 -3.1365 -1.3337
H 5.2317 -3.4764 -0.9859
H 6.2378 -2.6707 0.2173
H 7.6872 0.2326 -1.1124
H 6.5057 0.5999 0.1420
H 6.4181 1.4145 -1.4105
H 6.7347 -1.4072 -3.8249
H 5.4223 -0.2863 -4.1304
H 5.0873 -2.0009 -3.9540
H 3.3100 0.1796 -0.6130
H 2.8620 -1.3083 -1.5828
S -6.4921 -1.1081 -1.4302
C -4.7223 -1.2979 -1.6390
C -3.8748 -0.4217 -0.9741
C -2.5142 -0.5882 -1.1035
N -1.9426 -1.5466 -1.8431
C -2.7685 -2.3629 -2.5037
C -4.1490 -2.2802 -2.4381
C -6.6667 -2.3382 -0.1321
C -6.8536 -1.9554 1.1875
C -6.9301 -2.9567 2.1452
N -6.8444 -4.2445 1.8653
C -6.6938 -4.5968 0.6006
C -6.6011 -3.6874 -0.4409
H -4.2733 0.3769 -0.3730
H -1.8282 0.0810 -0.6061
H -2.2995 -3.1185 -3.1185
H -4.7658 -2.9637 -2.9970
H -6.9378 -0.9159 1.4621
H -7.0614 -2.7159 3.1921
H -6.6467 -5.6611 0.4133
H -6.4917 -4.0181 -1.4616
```

Its spin multiplicity is 6. The calculation puts the molecular weight at 876.6 g/mol. As for the total charge: 0. The calculation puts the energy relative to the best compared isomer or geometry (same formula, charge and spin) at 3.029 eV. For the HOMO energy (spin up / spin down), the calculation gives -5.9 / -6.4 eV. The calculation puts the HOMO-LUMO gap (spin up / spin down) at 5.79 / 6.23 eV.

Mulliken atomic charge list, values in e, 6 entries: 0.34 -0.53 0.18 -0.29 1.11 -1.11

=====

No. 3
This record from the Open Molecules 2025 dataset describes C29H28CrFIN4O12P2 as an isolated structure. The level of theory is wB97M-V/def2-TZVPD.

```
78
Properties=species:S:1:pos:R:3
Cr -0.7376 0.4364 -0.3379
C 3.7257 2.1231 -0.6777
C 3.1576 2.0011 0.6994
N 3.9505 2.2107 1.7086
C 3.4645 2.1019 2.9641
C 2.1782 1.7427 3.2504
C 1.7627 1.6719 4.6979
O 0.7630 2.6264 5.0336
C 1.2876 1.4713 2.1674
C -0.0545 1.0698 2.5098
N -0.9666 0.5301 1.7527
C -2.1562 0.1200 2.4518
C -1.9399 -0.5238 3.6735
C -2.9711 -0.9422 4.4900
C -4.2740 -0.7342 4.0851
C -4.5105 -0.1456 2.8574
C -3.4799 0.2696 2.0129
I -4.1873 0.9307 0.1663
C 1.7516 1.6465 0.8502
O 1.0155 1.5676 -0.1978
H 4.8084 2.1971 -0.5946
H 3.3540 3.0123 -1.1849
H 3.4621 1.2507 -1.2702
H 4.1672 2.3012 3.7641
H 2.6536 1.8175 5.3239
H 1.3339 0.7018 4.9671
H 0.9939 3.4462 4.5827
H -0.3117 1.2597 3.5511
H -0.9250 -0.7386 3.9657
H -2.7494 -1.4417 5.4211
H -5.1052 -1.0538 4.6949
H -5.5296 -0.0171 2.5220
N -1.2276 4.2916 -3.2951
C -0.3918 3.4944 -2.3024
C 1.0019 4.0889 -2.3244
P -1.1545 3.6703 -0.6136
O -2.6203 4.2869 -1.0235
O -0.3738 4.6458 0.1595
O -1.5045 2.3038 -0.1019
P -0.3935 1.7785 -3.0949
O 1.1109 1.2939 -3.1460
O -0.8740 2.1474 -4.4693
O -1.2221 0.8291 -2.2627
H -2.1589 4.4633 -2.9000
H -1.2436 3.6126 -4.1199
H -0.7817 5.1865 -3.4917
H 0.9595 5.1335 -2.0159
H 1.4488 3.9918 -3.3171
H 1.6234 3.5567 -1.6096
H -3.2945 3.7031 -0.6524
H 1.3496 0.8392 -2.3173
O 2.8110 -0.9810 -0.9945
C 1.7138 -1.4208 -1.3029
O 0.5882 -0.8326 -1.1463
C 1.6333 -2.8030 -1.9384
C 0.5063 -3.2027 -2.6422
C 0.4346 -4.4640 -3.2153
C 1.4893 -5.3526 -3.0816
C 2.5974 -4.9265 -2.3693
C 2.7087 -3.6761 -1.8010
N 3.7288 -5.8741 -2.2139
O 4.6264 -5.5650 -1.4519
O 3.6642 -6.9349 -2.8137
H -0.3165 -2.5139 -2.7254
H -0.4491 -4.7610 -3.7598
H 1.4706 -6.3414 -3.5086
H 3.5899 -3.3669 -1.2624
F -3.0538 -5.3634 0.0750
C -2.6297 -4.0729 -0.0036
C -3.2221 -3.2234 -0.9118
C -2.7705 -1.9088 -0.9700
C -1.7568 -1.4220 -0.1497
C -1.1881 -2.3374 0.7385
C -1.6081 -3.6550 0.8254
H -4.0096 -3.5851 -1.5588
H -3.2200 -1.2533 -1.7102
H -0.3670 -2.0338 1.3789
H -1.1558 -4.3556 1.5112
```

Its spin multiplicity is 4. The calculation puts the molecular weight at 884.4 g/mol. As for the total charge: -1. The calculation puts the energy relative to the best compared isomer or geometry (same formula, charge and spin) at 0.359 eV. For the HOMO energy (spin up / spin down), the calculation gives -5.5 / -5.5 eV. The calculation puts the HOMO-LUMO gap (spin up / spin down) at 7.38 / 7.44 eV.

Mulliken atomic charge list, values in e, 6 entries: -0.20 -0.94 0.08 -0.74 -0.97 0.69

=====

No. 4
This record from the Open Molecules 2025 dataset describes C62H51CaClGeN4O2S3Se as an isolated structure. The level of theory is wB97M-V/def2-TZVPD.

```
126
Properties=species:S:1:pos:R:3
Ca -1.6355 -0.5939 0.6577
C 5.3021 -1.7683 -4.3717
C 4.1937 -1.2868 -3.4735
C 3.8045 -2.0343 -2.3679
C 2.7720 -1.6090 -1.5463
C 2.1126 -0.4211 -1.8312
C 2.4963 0.3451 -2.9229
C 3.5275 -0.0926 -3.7381
S 0.7696 0.1634 -0.7852
O 0.6948 -0.9471 0.2476
C 1.4703 1.5281 0.0487
C 1.0699 2.7892 -0.4274
C 1.6719 3.9437 -0.0198
C 2.7571 3.9161 0.9213
C 3.3955 5.0807 1.3466
C 4.4347 5.0533 2.2731
C 4.8307 3.8283 2.7984
C 4.2185 2.6533 2.3968
C 3.1791 2.6470 1.4321
C 2.5519 1.4486 0.9829
C 3.0964 0.1759 1.5144
C 4.3672 -0.2974 1.0446
C 5.0556 0.3703 0.0001
C 6.2472 -0.1005 -0.4687
C 6.8181 -1.2692 0.0838
C 6.1792 -1.9316 1.0920
C 4.9405 -1.4626 1.5990
C 4.2633 -2.1354 2.6466
C 3.0578 -1.6824 3.0912
C 2.4714 -0.5388 2.5073
S 0.9058 0.1384 3.0982
O 1.2029 0.9550 4.3081
C 0.1604 -1.3850 3.6849
C -0.0022 -2.4920 2.8542
C -0.7161 -3.5831 3.3157
C -1.2745 -3.5876 4.5939
C -2.1211 -4.7440 5.0456
C -1.1015 -2.4719 5.4011
C -0.3897 -1.3650 4.9532
H 6.0850 -2.2650 -3.7958
H 5.7532 -0.9391 -4.9184
H 4.9271 -2.4849 -5.1070
H 4.3281 -2.9551 -2.1326
H 2.4673 -2.1868 -0.6838
H 1.9928 1.2831 -3.1238
H 3.8197 0.5080 -4.5929
H 0.2412 2.8040 -1.1247
H 1.3253 4.9019 -0.3907
H 3.0562 6.0277 0.9376
H 4.9145 5.9717 2.5905
H 5.6186 3.7859 3.5426
H 4.5272 1.7204 2.8505
H 4.6006 1.2541 -0.4286
H 6.7491 0.4145 -1.2786
H 7.7633 -1.6394 -0.2961
H 6.6092 -2.8298 1.5219
H 4.7184 -3.0148 3.0889
H 2.5414 -2.1961 3.8917
H 0.4302 -2.5008 1.8599
H -0.8737 -4.4284 2.6556
H -1.6379 -5.6996 4.8327
H -3.0774 -4.7275 4.5170
H -2.3292 -4.6873 6.1140
H -1.5635 -2.4470 6.3815
H -0.2717 -0.4770 5.5616
S -3.3386 1.6970 0.0395
C -4.6081 1.6878 1.1389
N -5.4741 0.6877 1.3472
C -6.2817 0.8971 2.5441
C -5.7675 2.2542 3.0691
N -4.9214 2.7165 1.9687
H -5.2255 -0.2371 1.0279
H -6.1275 0.0931 3.2648
H -7.3413 0.9420 2.2819
H -5.1793 2.1383 3.9816
H -6.5837 2.9529 3.2558
H -4.1636 3.3515 2.1631
C -0.5955 0.5477 -1.4726
Ge -1.1824 0.0559 -3.1734
C -0.9266 -1.8071 -3.7777
C -0.2374 -2.7404 -3.0089
C -0.0767 -4.0496 -3.4450
C -0.6125 -4.4488 -4.6604
C -1.3246 -3.5380 -5.4301
C -1.4829 -2.2329 -4.9852
C -3.1238 0.3054 -3.4035
C -3.6626 1.3273 -4.1799
C -5.0390 1.4721 -4.3222
C -5.8977 0.5855 -3.6910
C -5.3747 -0.4479 -2.9232
C -4.0022 -0.5862 -2.7837
C -0.3752 1.2129 -4.5700
C 0.1213 0.7397 -5.7829
C 0.7184 1.5973 -6.7004
C 0.8268 2.9518 -6.4195
C 0.3372 3.4424 -5.2157
C -0.2535 2.5784 -4.3039
H 0.1538 -2.4505 -2.0410
H 0.4561 -4.7609 -2.8252
H -0.4924 -5.4716 -4.9993
H -1.7664 -3.8489 -6.3704
H -2.0637 -1.5352 -5.5817
H -3.0023 2.0299 -4.6768
H -5.4385 2.2815 -4.9234
H -6.9710 0.6990 -3.7948
H -6.0371 -1.1456 -2.4236
H -3.6147 -1.3981 -2.1756
H 0.0639 -0.3194 -6.0077
H 1.1088 1.2046 -7.6329
H 1.2985 3.6208 -7.1299
H 0.4281 4.4967 -4.9812
H -0.6096 2.9618 -3.3531
Se -4.0439 -2.0327 3.1416
N -3.0622 -0.5571 2.7274
C -3.1044 0.2498 3.8090
C -2.4402 1.4865 3.9028
C -2.5756 2.2586 5.0430
C -3.3661 1.8194 6.1145
C -4.0219 0.6030 6.0614
C -3.9102 -0.2161 4.9159
N -4.5147 -1.4091 4.7735
H -1.8204 1.8224 3.0777
H -2.0397 3.1968 5.1161
H -3.4503 2.4346 7.0032
H -4.6246 0.2534 6.8912
Cl -2.8563 -2.8496 0.0462
```

The calculation puts the molecular weight at 1207.4 g/mol. As for the total charge: -2. The calculation puts the energy relative to the best compared isomer or geometry (same formula, charge and spin) at 0.000 eV. For the HOMO energy (spin up / spin down), the calculation gives 0.2 / -1.2 eV. The calculation puts the HOMO-LUMO gap (spin up / spin down) at 3.75 / 5.09 eV.

Mulliken atomic charge list, values in e, 6 entries: 1.26 -1.80 1.21 -1.14 0.39 0.10

=====

No. 5
This record from the Open Molecules 2025 dataset describes C27H35O2RuSi2 as an isolated structure. The level of theory is wB97M-V/def2-TZVPD.

```
67
Properties=species:S:1:pos:R:3
Ru -1.0716 0.0268 0.5844
C 1.4763 -3.8650 0.2768
C 0.6106 -2.9463 1.0837
C -0.7780 -3.0288 1.0318
C -1.5814 -2.2048 1.8209
C -0.9949 -1.2673 2.6843
C 0.4036 -1.1622 2.7211
C 1.1841 -1.9908 1.9275
H 2.3936 -3.3656 -0.0332
H 0.9571 -4.2206 -0.6121
H 1.7512 -4.7371 0.8746
H -1.2445 -3.7517 0.3739
H -2.6572 -2.3302 1.8113
H -1.6079 -0.6958 3.3700
H 0.8722 -0.4582 3.3949
H 2.2636 -1.9043 1.9646
C -0.3538 2.1932 3.2957
Si -0.9738 2.4338 1.5428
C 0.2785 3.4471 0.5968
C -2.6664 3.2288 1.5473
C -3.1115 4.2190 2.4229
C -4.3737 4.7695 2.2618
C -5.1980 4.3481 1.2237
C -4.7670 3.3693 0.3423
C -3.5051 2.7986 0.5080
Si -2.7086 1.4983 -0.5431
C -3.6254 -0.1607 -0.5692
C -2.1779 2.0376 -2.2296
H -0.3406 3.1801 3.7691
H 0.6671 1.8120 3.3270
H -0.9999 1.5557 3.8992
H 0.3337 4.4436 1.0436
H 0.0100 3.5684 -0.4529
H 1.2741 3.0040 0.6465
H -2.4803 4.5648 3.2335
H -4.7209 5.5334 2.9452
H -6.1805 4.7858 1.1058
H -5.4209 3.0524 -0.4623
H -4.4706 0.0378 -1.2412
H -4.0474 -0.4532 0.3928
H -3.0856 -0.9964 -1.0214
H -3.0741 2.2944 -2.8036
H -1.6294 1.2571 -2.7587
H -1.5632 2.9367 -2.1755
C 5.8488 -2.8513 -1.5105
C 4.4745 -2.2645 -1.6727
C 4.0761 -1.1512 -0.9442
C 2.8051 -0.6036 -1.0850
C 2.4477 0.6378 -0.3086
C 1.9177 -1.1936 -1.9868
C 2.2982 -2.3010 -2.7554
C 1.3651 -2.9357 -3.7511
C 3.5717 -2.8211 -2.5742
C 0.5358 -0.6494 -2.1517
O 0.0276 -0.3598 -3.2024
O -0.1438 -0.5703 -0.9990
H 6.4439 -2.2799 -0.8000
H 6.3787 -2.8658 -2.4635
H 5.7925 -3.8818 -1.1557
H 4.7797 -0.6814 -0.2655
H 3.3498 1.1717 -0.0110
H 1.8957 0.3975 0.6068
H 1.8343 1.3192 -0.8987
H 0.3762 -3.1138 -3.3240
H 1.7667 -3.8876 -4.0935
H 1.2199 -2.2880 -4.6153
H 3.8720 -3.6837 -3.1591
```

Its spin multiplicity is 5. The calculation puts the molecular weight at 548.8 g/mol. As for the total charge: +1. The calculation puts the energy relative to the best compared isomer or geometry (same formula, charge and spin) at 0.000 eV. For the HOMO energy (spin up / spin down), the calculation gives -11.2 / -11.4 eV. The calculation puts the HOMO-LUMO gap (spin up / spin down) at 8.43 / 6.68 eV.

Mulliken atomic charge list, values in e, 6 entries: 0.30 -1.37 0.63 -0.18 -0.82 -1.17